DFT (wB97M-V/def2-TZVPD) results for an isolated molecule of C11H14ClNO at a distorted geometry.

Geometry as XYZ:
```
28
Properties=species:S:1:pos:R:3
N -3.0748 -0.7026 -0.8847
C -1.8442 -0.6037 -0.1058
C -0.9177 -1.8289 -0.2574
C 0.0891 -2.0082 0.9178
C 0.4104 -0.6961 1.5990
C 0.9786 0.2968 0.6313
C 2.3278 0.5542 0.7438
C 3.0598 1.2999 -0.1907
Cl 4.8429 1.5458 -0.1942
C 2.2923 2.0331 -1.0867
C 0.9569 1.8340 -1.1100
C 0.3110 0.8950 -0.2785
C -1.2598 0.7798 -0.4281
O -2.0791 1.7105 0.3461
H -2.8900 -0.7998 -1.8824
H -3.5528 -1.5817 -0.6429
H -2.2113 -0.5689 0.9368
H -0.3661 -1.6850 -1.1626
H -1.4392 -2.7653 -0.3783
H 0.9866 -2.5925 0.5471
H -0.4608 -2.5827 1.6505
H 1.2553 -0.8348 2.3128
H -0.3757 -0.2647 2.2057
H 2.8599 -0.0306 1.4909
H 2.8708 2.5025 -1.9252
H 0.3383 2.4232 -1.7574
H -1.4171 1.0804 -1.4652
H -1.6912 2.5904 0.3682
```

Results
SMILES ... N[C@H]1CCCc2cc(Cl)ccc2[C@@H]1O
HOMO level ... -9.226 eV